Formula: C9H9N2
Source: the Open Molecules 2025 dataset
Level of theory: ωB97M-V/def2-TZVPD

Its multiplicity is 3. As for the charge: +1. The calculation puts the HOMO energy (spin up / spin down) at -10.591 / -14.157 eV. The orbital gap (spin up / spin down) comes out at 6.193 / 6.640 eV. For the energy relative to the best compared isomer or geometry (same formula, charge and spin), the calculation gives 0.532 eV.

Atoms and positions in Å:
C -0.54374 -1.60081 2.24167
C -1.74488 -1.32312 1.50427
C 0.57273 -1.05986 1.73797
C -0.59838 -0.32863 -0.21350
C 0.08468 1.96625 -1.38867
C 1.21565 2.13452 -0.77680
C -0.72527 0.69346 -1.41151
C 1.52588 0.57839 0.47671
C -0.37931 -0.73655 -1.68670
N -1.75164 -0.84317 0.32193
N 0.55351 -0.18967 0.64862
H -0.66445 -2.29077 2.99313
H -2.59927 -1.87203 1.88473
H 1.54332 -1.21580 2.22140
H -0.43237 2.78811 -1.90028
H 1.74663 2.98643 -0.62281
H -1.81172 0.87671 -1.61014
H 2.45465 0.55889 1.08341
H 0.59972 -1.05185 -2.10253
H -1.19415 -1.27317 -2.12575